A cluster of 8 separate species, C18H52O20S6 in total, computed with the ωB97M-V functional and the def2-TZVPD basis.

```
! wB97M-V def2-TZVPD RIJCOSX def2/J DEFGRID3
* xyz 0 1
O 1.060 -2.691 6.181
S 0.508 -3.916 5.605
O 0.768 -5.194 6.308
O -1.145 -3.887 5.298
C -1.724 -2.606 5.583
C -3.303 -2.744 5.539
C 1.024 -4.124 3.817
H -1.344 -1.774 4.990
H -1.648 -2.330 6.634
H -3.540 -3.013 4.510
H -3.703 -1.777 5.843
H -3.758 -3.503 6.175
H 1.870 -3.475 3.590
H 0.244 -3.935 3.080
H 1.282 -5.170 3.651
O -6.954 -5.599 1.208
S -6.828 -4.877 -0.067
O -6.614 -5.641 -1.320
O -8.150 -3.929 -0.500
C -8.883 -3.296 0.518
C -10.013 -4.259 0.864
C -5.444 -3.624 0.113
H -9.340 -2.376 0.153
H -8.228 -3.054 1.355
H -10.732 -4.380 0.053
H -10.514 -3.759 1.693
H -9.771 -5.288 1.132
H -5.090 -3.251 -0.848
H -4.555 -4.117 0.505
H -5.755 -2.793 0.745
O 6.006 4.227 6.100
S 6.691 3.068 6.556
O 6.387 2.491 7.873
O 6.398 1.844 5.487
C 6.058 2.204 4.096
C 4.523 2.224 4.027
C 8.490 3.132 6.232
H 6.579 1.537 3.409
H 6.513 3.181 3.938
H 4.091 2.991 4.671
H 4.243 1.259 4.449
H 4.161 2.471 3.029
H 8.955 2.806 7.162
H 8.778 4.156 5.993
H 8.634 2.386 5.451
O -5.853 0.879 -1.889
S -4.950 1.063 -3.026
O -3.474 1.066 -2.838
O -5.342 -0.036 -4.121
C -4.432 -0.254 -5.227
C -4.763 -1.691 -5.650
C -5.455 2.653 -3.816
H -3.365 -0.120 -5.051
H -4.583 0.385 -6.096
H -4.354 -2.457 -4.991
H -4.247 -1.956 -6.573
H -5.826 -1.932 -5.646
H -5.423 3.496 -3.126
H -6.447 2.555 -4.256
H -4.627 2.971 -4.450
O 2.907 4.642 -1.727
S 1.891 5.625 -1.652
O 0.862 5.614 -0.608
O 2.691 7.108 -1.554
C 1.914 8.235 -1.195
C 2.884 9.218 -0.422
C 0.967 5.790 -3.270
H 1.182 7.918 -0.452
H 1.512 8.927 -1.935
H 3.411 8.928 0.487
H 2.094 9.791 0.063
H 3.517 9.808 -1.085
H 0.151 5.072 -3.183
H 1.508 5.805 -4.216
H 0.352 6.662 -3.051
O 4.702 -2.754 -2.322
S 4.363 -3.051 -3.714
O 3.178 -2.598 -4.371
O 5.710 -2.609 -4.662
C 5.697 -2.887 -6.129
C 7.107 -2.505 -6.588
C 4.322 -4.864 -3.949
H 4.959 -2.226 -6.583
H 5.502 -3.895 -6.494
H 7.792 -2.776 -5.784
H 7.072 -1.438 -6.808
H 7.415 -2.950 -7.534
H 4.229 -5.009 -5.025
H 3.470 -5.282 -3.414
H 5.324 -5.166 -3.641
O 0.222 -0.562 -0.140
H -0.179 -0.515 -1.008
H 1.157 -0.436 -0.301
O -1.185 2.098 3.050
H -0.908 2.781 2.440
H -0.876 1.283 2.654
*
```

The structure (SMILES) is CCOS(C)(=O)=O.CCOS(C)(=O)=O.CCOS(C)(=O)=O.CCOS(C)(=O)=O.CCOS(C)(=O)=O.CCOS(C)(=O)=O.O.O. For the largest force on an atom, the calculation gives 3.7 eV/A. The energy is -4610.6834 Ha. Its LUMO energy is 0.01 eV.